C58H61N2O19P | ωB97M-V with the def2-TZVPD basis set

Cartesian coordinates (Å):
C1 1.61261 -2.38009 0.47638
C2 2.09334 -0.93426 0.23501
C3 1.06199 0.12769 0.68711
N1 -0.31504 -0.10783 0.26817
C4 -0.77850 0.43834 -0.98430
O1 -1.21365 -0.39644 -2.05871
C5 -0.77626 -1.73691 -2.05910
C6 0.51410 -1.94015 -2.91247
C7 -2.15175 1.11007 -0.52243
O2 -3.13850 0.54658 -0.36538
N2 -1.99411 2.51371 -0.34841
C8 -0.64531 2.96183 -0.82068
C9 -0.15843 1.71099 -1.60536
C10 1.28824 1.68444 -2.17754
C11 2.21508 2.76506 -1.53184
C12 3.73368 2.40882 -1.60317
P1 4.42250 2.63269 0.08608
O3 3.94568 1.51081 0.88674
O4 6.02907 2.76275 0.08729
C13 6.70003 2.00556 -0.94054
C14 6.56904 0.49374 -0.76623
O5 3.88654 4.05348 0.62285
C15 3.44022 4.00304 1.99370
C16 1.92001 3.90081 2.03607
H1 2.46030 -3.00902 0.76852
H2 1.15073 -2.85717 -0.38464
H3 0.95635 -2.35972 1.35257
H4 2.48544 -0.74748 -0.76767
H5 2.93770 -0.78450 0.91239
H6 1.07324 0.03262 1.78095
H7 1.46581 1.12255 0.48285
H8 -0.97492 0.05611 1.01191
H9 -1.54137 -2.29804 -2.60899
H10 -0.72440 -2.21636 -1.08227
H11 1.42829 -1.94427 -2.32008
H12 0.42369 -2.95035 -3.32328
H13 0.53848 -1.27054 -3.77373
H14 -1.97254 2.68574 0.65666
H15 -0.91393 3.65326 -1.62131
H16 -0.00464 3.34143 -0.03327
H17 -0.76892 1.80303 -2.51067
H18 1.74907 0.70521 -2.18763
H19 1.21199 1.98416 -3.22470
H20 1.96072 2.90947 -0.48590
H21 2.06674 3.67885 -2.10778
H22 4.24148 3.08098 -2.30368
H23 3.90615 1.38474 -1.92056
H24 7.76141 2.24056 -0.83000
H25 6.42004 2.36010 -1.93687
H26 7.25355 0.01925 -1.47525
H27 6.75538 0.19630 0.26465
H28 5.56989 0.12625 -1.01633
H29 3.93812 3.25571 2.60980
H30 3.68943 4.97432 2.43441
H31 1.52646 4.15550 3.01667
H32 1.54940 2.94532 1.66538
H33 1.54321 4.68014 1.35854
O6 -2.47856 7.30474 6.91550
C17 -2.06599 6.38302 6.23977
C18 -1.17612 6.62446 5.07549
C19 -0.72368 5.61802 4.33247
C20 -1.09090 4.21393 4.64083
O7 -0.68359 3.28176 3.97512
C21 -1.97886 3.97342 5.79986
C22 -2.43120 4.97958 6.54375
H34 -0.92085 7.65641 4.87026
H35 -0.07486 5.77399 3.48008
H36 -2.22557 2.93419 5.99140
H37 -3.08074 4.82355 7.39608
O8 -0.25945 -4.86426 -2.12733
C23 -1.13294 -5.66746 -1.86033
C24 -1.70648 -6.53871 -2.90805
C25 -2.66281 -7.42121 -2.62854
C26 -3.19228 -7.56627 -1.24840
O9 -4.06171 -8.36945 -0.98844
C27 -2.61449 -6.68871 -0.19779
C28 -1.65836 -5.80831 -0.48255
H38 -1.30527 -6.41388 -3.90376
H39 -3.09656 -8.06675 -3.38305
H40 -3.01293 -6.80733 0.80184
H41 -1.22351 -5.16028 0.26864
O10 -4.80766 8.01662 12.37326
C29 -3.68143 7.80368 11.97609
C30 -3.38335 7.68005 10.52858
C31 -2.14785 7.44424 10.09512
C32 -1.01503 7.29631 11.04118
O11 0.11218 7.08278 10.64610
C33 -1.31195 7.41988 12.49011
C34 -2.54755 7.65573 12.92286
H42 -4.22146 7.79148 9.85206
H43 -1.91464 7.35079 9.04290
H44 -0.47287 7.30829 13.16531
H45 -2.78468 7.74986 13.97507
O12 3.18921 0.42657 -3.88482
C35 3.34546 0.35322 -5.08675
C36 4.61016 -0.15536 -5.67035
C37 4.77957 -0.23404 -6.98758
C38 3.70939 0.18218 -7.92859
O13 3.86302 0.10845 -9.12827
C39 2.44388 0.69078 -7.34284
C40 2.27552 0.76905 -6.02546
H46 5.37829 -0.45521 -4.96832
H47 5.69515 -0.60186 -7.43313
H48 1.67496 0.98996 -8.04381
H49 1.35928 1.13580 -5.57959
O14 -1.29948 -5.09264 -5.88470
C41 -0.18281 -5.31017 -6.31679
C42 0.06225 -5.46539 -7.76979
C43 1.28354 -5.70386 -8.24018
C44 2.45102 -5.82211 -7.33012
O15 3.56361 -6.03683 -7.75992
C45 2.20240 -5.66561 -5.87548
C46 0.98068 -5.42730 -5.40501
H50 -0.80099 -5.37479 -8.41725
H51 1.48418 -5.82130 -9.29750
H52 3.06482 -5.75477 -5.22708
H53 0.77910 -5.30701 -4.34596
O16 -1.98197 1.14746 6.75798
C47 -2.00683 0.06215 6.20985
C48 -2.98033 -0.98245 6.60534
C49 -3.00114 -2.16785 6.00144
C50 -2.05240 -2.49287 4.90582
O17 -2.07380 -3.57240 4.35513
C51 -1.07889 -1.44457 4.51158
C52 -1.05864 -0.25947 5.11622
H54 -3.66429 -0.72684 7.40474
H55 -3.70330 -2.94491 6.27538
H56 -0.39462 -1.69871 3.71126
H57 -0.35794 0.52033 4.84259
O18 -5.18809 -7.44260 -5.27291
C53 -5.33000 -6.23644 -5.24462
C54 -6.65697 -5.62279 -4.99304
C55 -6.80965 -4.30147 -4.96387
C56 -5.65965 -3.38652 -5.17970
O19 -5.80104 -2.18269 -5.15167
C57 -4.33394 -4.00337 -5.43042
C58 -4.18217 -5.32408 -5.45994
H58 -7.48274 -6.30562 -4.83700
H59 -7.76886 -3.83315 -4.78291
H60 -3.50564 -3.32334 -5.58641
H61 -3.22813 -5.78869 -5.64090

Forces on the atoms, in the same order (eV/Å):
C 0.5841 0.3277 0.1987
C -0.0494 -0.0874 0.5861
C 0.5391 -0.8405 0.4225
N 0.8040 -0.0254 -0.9972
C -2.4967 2.2453 0.4048
O 0.9612 -0.6841 1.0257
C 0.2990 -0.6072 -1.6792
C -0.7095 -0.8296 0.4873
C 4.5062 2.1726 -1.3272
O -4.2123 -2.4904 1.0499
N 1.2969 0.2742 1.3750
C -1.2320 -1.5973 -1.3551
C 0.7355 -0.3298 -0.7529
C -0.0950 1.3359 0.5732
C 0.3777 -1.1313 -0.5618
C 0.2695 1.3755 0.4327
P -0.2426 -0.0762 -0.8594
O -0.2357 -0.7424 0.9410
O -0.7676 0.2569 -0.7913
C 0.9374 -0.3974 0.3402
C -0.5782 0.1717 -0.5193
O 0.8169 -0.9262 -0.0306
C -0.8216 1.1446 0.8346
C 0.2867 0.5020 -0.6409
H -0.0047 0.0546 -0.1564
H -0.2881 0.0672 0.1857
H -0.2651 -0.2393 -0.2899
H -0.2017 -0.1423 -0.0516
H 0.0880 0.2060 -0.2523
H -0.1973 0.1697 -0.0703
H -0.2502 -0.0266 -0.1933
H 0.0256 -0.1446 -0.0487
H -0.1889 0.2569 0.1646
H 0.1738 0.4468 0.1455
H 0.0925 0.4450 -0.1851
H 0.1927 0.0573 0.0136
H 0.0935 0.2712 0.3022
H -0.9384 0.1539 -0.1273
H 0.8149 0.7973 0.5060
H -0.0889 0.1214 -0.0036
H -0.1055 -0.3311 0.1261
H -0.2084 -0.1066 0.3069
H 0.0545 -0.2955 -0.0338
H -0.2051 0.2013 -0.1406
H -0.0895 0.2340 0.4994
H -0.0394 -0.1713 -0.0709
H 0.0560 -0.0195 0.1542
H -0.1391 0.2252 0.1050
H -0.2418 -0.1291 0.1233
H 0.1135 -0.0686 0.2868
H 0.2681 0.0344 -0.0910
H 0.0097 0.1132 0.0616
H 0.0171 -0.2343 -0.4304
H 0.2299 -0.0607 -0.2376
H 0.0684 -0.4334 0.1300
H 0.0154 -0.0778 0.3801
H -0.0230 -0.1250 0.0331
O 0.0336 -0.0282 -0.1319
C -0.0473 -0.0142 0.0657
C 0.0293 -0.0075 -0.0595
C 0.0398 0.0255 -0.0446
C -0.0508 -0.0974 0.0657
O 0.0010 0.1079 -0.0988
C -0.1879 -0.0353 0.0108
C 0.0315 -0.0005 -0.0284
H -0.0264 0.0088 0.0365
H -0.0102 -0.0033 -0.0150
H 0.0708 0.3201 0.0054
H -0.0062 0.0309 -0.0022
O 0.0464 -0.1384 0.0724
C -0.0037 0.0487 -0.0003
C -0.0763 -0.1759 -0.0058
C 0.0332 0.0007 -0.0510
C -0.0767 -0.0343 0.0096
O 0.0500 0.0383 0.0029
C 0.0470 0.0438 0.0018
C -0.0127 0.0405 0.0861
H -0.0518 0.0422 -0.0094
H -0.0487 0.0078 0.0213
H -0.0222 -0.0238 -0.0164
H 0.0099 0.0206 -0.0250
O 0.0586 -0.0136 0.0026
C -0.1099 0.0236 -0.0047
C 0.0335 -0.0189 -0.0365
C 0.0255 -0.0138 0.0049
C 0.0447 -0.0026 -0.0250
O -0.0453 -0.0021 0.0275
C -0.0300 0.0106 0.0767
C 0.0821 -0.0137 0.0293
H -0.0072 0.0083 0.0149
H -0.0152 0.0350 0.0485
H 0.0228 -0.0040 -0.0356
H -0.0445 0.0066 -0.0136
O 0.3007 -0.1878 -0.3835
C 0.0113 -0.0439 0.0695
C 0.0467 -0.0143 -0.0550
C 0.0496 -0.0154 0.0758
C 0.0036 -0.0059 -0.1101
O -0.0057 0.0030 0.0622
C -0.0492 0.0162 0.0621
C -0.0555 0.0200 -0.0441
H -0.0311 0.0054 0.0312
H -0.0229 0.0032 -0.0422
H 0.0286 -0.0128 -0.0315
H 0.0098 -0.0204 0.0362
O 0.3540 0.0523 -0.1346
C 0.0515 0.0530 0.0231
C -0.0078 0.0047 -0.0702
C -0.0748 0.0100 -0.0254
C 0.1111 -0.0162 -0.0119
O -0.0579 0.0168 0.0109
C -0.0579 0.0126 0.0202
C 0.0350 -0.0134 0.1088
H -0.0194 0.0040 0.0332
H 0.0419 -0.0051 0.0116
H 0.0186 -0.0046 -0.0301
H -0.0307 0.0577 -0.0059
O -0.0636 -0.4023 0.1236
C 0.0693 0.0350 -0.0390
C -0.0433 -0.0511 0.0194
C -0.0288 0.0541 0.0564
C 0.0094 -0.0873 -0.0791
O -0.0046 0.0473 0.0387
C 0.0119 0.0683 0.0049
C 0.0946 -0.0037 -0.0649
H 0.0193 0.0330 0.0005
H 0.0170 -0.0227 -0.0339
H -0.0173 -0.0395 -0.0057
H -0.0496 0.0470 0.0174
O 0.0114 0.0427 0.0311
C -0.0088 -0.0176 0.0108
C -0.0793 0.0287 0.0050
C -0.0339 -0.0787 0.0123
C 0.0268 0.1130 0.0118
O -0.0217 -0.0666 -0.0275
C 0.0448 -0.0194 -0.0042
C -0.2313 -0.0636 0.0533
H 0.0290 -0.0285 -0.0024
H 0.0239 0.0415 0.0019
H -0.0011 0.0017 0.0148
H -0.0224 -0.0336 -0.0230

Its lowest unoccupied orbital energy is -1.9 eV. As for the SMILES: CCCN[C@@]1(OCC)C(=O)NC[C@H]1CCCP(=O)(OCC)OCC.O=C1C=CC(=O)C=C1.O=C1C=CC(=O)C=C1.O=C1C=CC(=O)C=C1.O=C1C=CC(=O)C=C1.O=C1C=CC(=O)C=C1.O=C1C=CC(=O)C=C1.O=C1C=CC(=O)C=C1. For the highest occupied orbital energy, the calculation gives -8.5 eV. The value obtained for the gap between HOMO and LUMO is 0.2439 hartree.